1.
{"formula": "C8H13NiO5", "method": "ωB97M-V/def2-TZVPD", "homo_lumo_gap_ev": [8.38, 6.26], "charge": 0, "e_tot_ev": -59779.0085, "multiplicity": 4, "s_squared": 3.769, "e_lumo_ev": [0.664, -1.486], "homo_energy_ev": [-7.7168, -7.7420], "symbols": ["Ni", "O", "O", "O", "O", "O", "C", "C", "C", "C", "C", "C", "C", "C", "H", "H", "H", "H", "H", "H", "H", "H", "H", "H", "H", "H", "H"], "coordinates": [[0.99790, -0.58778, -0.05754], [0.78400, 1.38474, -0.07720], [-0.92406, -1.25045, -0.30001], [0.69073, -1.03427, 1.80543], [1.31067, -1.15080, -1.83429], [-2.16465, 2.45511, 1.62540], [0.08580, -1.39774, -2.43926], [1.71787, 2.07089, -0.83530], [-0.62521, -1.22872, 2.00793], [-0.52301, 1.96970, -0.03741], [-1.26098, 1.60573, 1.24431], [-0.88574, -2.07594, -1.47645], [3.01182, 2.01365, -0.55236], [-1.26512, -1.84312, 0.91171], [-0.80033, 0.67549, 2.26936], [3.39129, 1.45947, 0.30759], [3.71719, 2.53320, -1.19860], [-0.52162, -3.07335, -1.18442], [-0.38834, -0.45894, -2.79974], [-1.40732, -1.04294, 2.77091], [-1.09895, 1.58856, -0.89412], [-2.21264, -2.38105, 0.95886], [-1.76860, 0.62487, 1.05306], [0.17738, -2.05887, -3.32313], [-1.89916, -2.16662, -1.89486], [-0.42793, 3.05933, -0.12348], [1.29784, 2.62562, -1.67704]]}

---

2.
{"formula": "C8H13O2S3", "method": "ωB97M-V/def2-TZVPD", "homo_lumo_gap_ev": [5.64, 5.64], "e_above_lowest_ev": 2.512, "charge": -1, "e_tot_ev": -45105.5954, "multiplicity": 1, "e_lumo_ev": [3.182, 3.183], "homo_energy_ev": [-2.4607, -2.4562], "symbols": ["S", "S", "S", "O", "O", "C", "C", "C", "C", "C", "C", "C", "C", "H", "H", "H", "H", "H", "H", "H", "H", "H", "H", "H", "H", "H"], "coordinates": [[-0.15988, -1.71927, 0.69079], [1.61642, 1.94375, -1.22920], [2.19806, -1.67727, -1.09539], [4.40695, 1.67811, -0.20047], [2.99924, 1.34101, 1.54973], [3.61903, 1.46255, 0.58767], [0.16634, -3.48173, 0.38337], [1.02014, -0.89585, -0.31627], [-0.48943, 1.39237, 0.41798], [-1.47593, 2.49266, -0.13432], [-2.45107, 2.96716, 0.94990], [0.34260, 0.82225, -0.73854], [-0.62115, -4.14371, -0.73718], [-1.88040, 2.16775, -1.02304], [0.24480, -4.13232, 1.22289], [0.37615, 1.70992, 1.06567], [-3.43650, 3.27424, 0.45987], [1.23450, -3.49361, -0.04672], [-1.67400, -4.04932, -0.58838], [-0.17709, -5.14425, -1.06407], [-1.14727, 0.57931, 0.88120], [-2.86044, 2.08738, 1.49760], [-2.01502, 3.67802, 1.74144], [-1.01292, 3.45801, -0.34936], [1.71130, 1.17540, -2.29504], [-0.53442, -3.49256, -1.63011]]}